(1)
Here is a 2-piece molecular cluster, C2H3O2S2 overall in a non-equilibrium geometry from OMol25. Energies are from ωB97M-V with the def2-TZVPD basis set.

ORCA input file:
```
! RIJCOSX wB97M-V def2-TZVPD def2/J DEFGRID3
* xyz -1 1
S -1.2595 -0.1074 0.3955
S -3.6668 -0.5395 0.3847
O -1.0305 -0.2738 -1.0215
O -1.1034 1.2538 0.8597
C 2.7005 -0.1286 -0.5021
C 2.6344 0.4584 0.5448
H -3.5971 -0.8504 -0.8902
H 3.0563 -0.6040 -1.3238
H 2.2663 0.7916 1.5528
*
```

Computed properties:
LUMO (eV): 3.8
Energy above the lowest of the compared OMol25 structures with the same formula, charge and spin (kcal/mol): 63.97

***

(2)
Here is C33H77MnN9O11 as an isolated structure in a non-equilibrium geometry from OMol25. Energies are from ωB97M-V with the def2-TZVPD basis set.

ORCA input file:
```
! RIJCOSX wB97M-V def2-TZVPD def2/J DEFGRID3
* xyz 0 6
Mn -3.2105 -1.2314 -2.6213
O -2.0315 -2.7258 -3.5875
O -2.7369 0.7166 4.1170
O 3.9721 -4.2193 -0.2592
O 5.7482 0.6912 3.0967
O -2.0210 -4.6229 4.7940
O 6.8636 -3.5527 -3.3753
O 1.6669 3.9616 -0.4212
O 0.8715 -1.7324 3.8582
O -1.5878 -0.5860 -1.5684
O -4.7330 -0.1804 -1.9992
O 0.6791 1.3771 -5.3421
N -0.4337 4.3407 0.4173
N 1.7507 -3.6937 -0.1634
N 5.3015 -1.9191 -3.0750
N 1.5104 3.4872 -5.3726
N -4.0487 2.5439 3.7324
N 3.7535 0.4378 2.0831
N -0.0148 -3.1219 -4.5198
N 0.7377 -0.1194 5.4467
N -2.6364 -3.5860 2.8641
C 1.6626 -3.7162 1.2901
C 0.1234 -1.7679 -5.0399
C 4.0744 -0.7282 1.2989
C 0.5338 -3.3458 -0.8383
C -4.0078 -4.0283 2.9248
C 0.5178 -0.6229 4.2201
C -5.6698 -0.1296 0.2355
C -4.7709 1.9337 -0.9186
C 1.0696 -4.0600 -4.7780
C -5.4556 0.5761 -1.0999
C -0.7741 0.2522 0.5605
C -3.6066 3.3252 4.8619
C -1.0801 -3.4726 -3.8239
C -2.2213 -2.8719 1.6679
C 1.7459 3.5110 -6.7856
C 2.3996 0.9065 1.8778
C 5.7647 -3.0882 -3.5708
C -3.5059 1.3442 3.4230
C -0.0457 4.9489 1.6903
C 1.3374 -0.9158 6.5004
C 0.1206 1.1347 5.8003
C 1.9466 4.6439 -4.6355
C -1.7609 -3.9008 3.8486
C 0.9558 2.4147 -4.7697
C 3.9469 -1.4780 -3.3794
C -4.9362 3.1676 2.7779
C -0.8126 0.3685 -0.9445
C 0.5637 0.4758 -1.6102
C 0.4673 4.0442 -0.5523
C 6.0680 -1.0762 -2.1809
C -1.8513 4.2015 0.1689
C 2.9219 -3.9288 -0.7913
C 4.6612 1.1335 2.8109
H 0.5196 0.9312 -2.5939
H 2.8088 3.6409 -7.0256
H -5.6712 3.7488 3.3437
H 2.1279 1.7803 2.4724
H 6.4513 -0.1919 -2.7001
H 1.6771 0.0993 1.9595
H -0.0242 -2.5635 -0.3203
H 3.7458 -0.5995 0.2592
H 1.5763 5.5761 -5.0732
H -1.3735 -2.2292 1.8722
H -0.7577 4.5927 2.4312
H -0.2020 -4.1650 -0.8242
H -0.0565 0.0313 3.5500
H -0.2612 -0.6414 0.9266
H -4.4252 3.9180 2.1621
H -5.2959 2.6005 -0.2265
H -2.9662 4.1416 4.5129
H 0.7261 -0.7687 7.3930
H 3.0371 4.7262 -4.6475
H -3.7387 1.8412 -0.5673
H 0.7686 1.9891 6.0145
H -6.4458 0.7858 -1.5347
H 1.0953 -1.6767 -5.5220
H 3.9136 -0.3984 -3.5064
H -2.1414 -3.5658 0.8246
H -4.4777 3.6705 5.4150
H -4.1892 -4.6918 3.7653
H -4.7485 2.4113 -1.9007
H -4.6346 -3.1441 3.0888
H 1.6174 -2.6978 1.6759
H -3.0833 -2.2528 1.3907
H -5.9053 -1.1746 0.0232
H 1.5985 4.6473 -3.6035
H -4.3277 -4.5500 2.0200
H -2.0918 3.4644 -0.5951
H 5.3993 -0.7437 -1.3875
H -2.9644 2.7449 5.5198
H -1.0570 -4.5268 -3.5240
H 1.4843 2.5859 -7.2895
H -2.3093 5.1593 -0.1040
H 0.6938 -3.0514 -1.8748
H -0.6294 1.3563 5.0417
H 6.9196 -1.6285 -1.7937
H 3.5848 -2.0011 -4.2625
H 1.3166 -1.9551 6.1850
H -0.4791 1.0632 6.7172
H 2.3502 -0.6148 6.7726
H 4.2138 2.0679 3.1871
H -0.1112 6.0347 1.5917
H 5.0141 -3.5717 -4.2242
H -0.6252 -1.5288 -5.7938
H -2.3596 3.8522 1.0703
H 2.0285 -3.5861 -4.5783
H -1.2950 1.3412 -1.1871
H 1.0189 -0.5203 -1.6213
H 0.9819 4.6631 1.8957
H 1.1890 1.0912 -0.9539
H -4.7674 -0.1766 0.8548
H 2.4748 -4.2981 1.7162
H -0.1253 3.8518 -1.4694
H -0.3732 1.1212 1.0941
H -0.7586 -3.4641 3.7247
H 0.7974 2.5901 -3.6950
H 1.0624 -4.2122 -5.8647
H 5.1343 -0.9568 1.2856
H 1.2405 4.3491 -7.2714
H 0.9759 -5.0454 -4.3338
H 2.3191 1.3119 0.8587
H 0.7581 -4.2290 1.6322
H 2.8644 -3.6256 -1.8552
H 3.4924 -1.5823 1.6532
H 0.1177 -1.0210 -4.2463
H -6.4515 0.3825 0.8002
H -3.7777 1.0202 2.4051
H 3.3260 -1.7717 -2.5281
H -5.4970 2.5097 2.1212
H -1.8059 0.2131 0.9281
*
```

Computed properties:
LUMO (alpha / beta) (eV): 0.0 / -0.5